# 1
The following is a DFT calculation (ωB97M-V/def2-TZVPD) of a molecular structure, C41H23CaN15O2Se.

Values from the calculation:
- 2S+1 = 1
- LUMO (eV) = 3.47
- frontier orbital gap (eV) = 5.146
- relative energy (zero: lowest compared OMol25 entry of this formula, charge and spin) (kcal per mole) = 263.4
- net charge = -2

Cartesian coordinates (Å):
1 Ca 0.74990 -0.61928 0.06296
2 C 2.46837 3.90615 -3.92780
3 C 2.76335 2.68228 -4.60867
4 C 2.13652 1.46585 -4.52724
5 C 0.98886 1.33992 -3.64485
6 C 0.28730 0.04381 -3.23403
7 N 0.09618 0.49780 -1.84569
8 C 0.14176 2.61988 -1.71186
9 N 0.46220 3.09374 -0.40934
10 C -0.05317 2.64222 0.65653
11 C 0.62768 2.78518 1.96698
12 C 1.51612 3.82202 2.22715
13 C 2.16170 3.88393 3.44805
14 C 1.94966 2.89878 4.40925
15 C 1.08767 1.85138 4.15002
16 C 0.40886 1.79637 2.93615
17 C -0.41232 0.62292 2.58062
18 N -0.33511 -0.49877 3.28675
19 C -0.53917 -1.70379 2.75188
20 N -0.33165 -2.04368 1.48759
21 C -0.63507 -3.39309 1.28939
22 N -0.66425 -4.04420 0.18587
23 C -0.45054 -3.56169 -1.08308
24 N -0.04410 -2.31115 -1.45578
25 C -0.06107 -2.24473 -2.81262
26 N 0.28097 -1.15550 -3.61544
27 C -0.44147 -3.49801 -3.35307
28 C -0.59990 -3.98231 -4.66371
29 C -1.00806 -5.28026 -4.84203
30 C -1.27964 -6.12113 -3.73169
31 C -1.13693 -5.66321 -2.44548
32 C -0.70646 -4.34106 -2.24214
33 C -1.00347 -3.94852 2.60676
34 C -1.38209 -5.21632 3.01171
35 C -1.68882 -5.40650 4.35388
36 C -1.62668 -4.35318 5.26741
37 C -1.25427 -3.07881 4.85720
38 C -0.94131 -2.89763 3.52340
39 N -1.16285 0.72189 1.48159
40 C 0.21644 3.43633 -2.96667
41 C 1.40125 4.18747 -3.07296
42 H 3.23053 4.67513 -4.02235
43 H 3.63350 2.72631 -5.26085
44 H 2.41975 0.64855 -5.17893
45 H 1.69682 4.55449 1.45169
46 H 2.85654 4.69013 3.64807
47 H 2.48846 2.93355 5.34699
48 H 0.94790 1.04650 4.85832
49 H -0.40004 -3.33302 -5.50798
50 H -1.13153 -5.67625 -5.84377
51 H -1.60668 -7.13916 -3.91166
52 H -1.34563 -6.29719 -1.59181
53 H -1.43587 -6.02622 2.29552
54 H -1.98593 -6.38937 4.70066
55 H -1.87654 -4.53571 6.30557
56 H -1.20889 -2.24532 5.54661
57 H 1.52212 5.01579 -2.37975
58 N 2.78694 -0.05209 -1.48788
59 N 2.40181 1.32476 -1.44734
60 C 1.15798 1.50194 -2.11653
61 O 0.03138 2.48564 -3.95363
62 O -0.89424 1.57934 -1.76424
63 H 3.52405 -0.18258 -0.80461
64 H 3.09792 -0.33561 -2.41501
65 H 3.08624 1.93282 -1.89344
66 N 6.60897 -0.07513 3.29328
67 C 5.44916 -0.03247 3.31280
68 N 4.13711 0.04997 3.44737
69 C 3.38270 -0.16787 2.42186
70 N 2.62907 -0.31176 1.54126
71 Se -2.91315 -0.37942 1.18081
72 N -1.27498 1.93718 0.80510
73 C -2.52810 2.54177 0.50480
74 C -2.53664 3.69019 -0.29756
75 C -3.68361 4.43690 -0.48031
76 C -4.86991 4.05164 0.13683
77 C -4.88842 2.89898 0.89018
78 C -3.75442 2.08651 1.05832
79 N -3.89068 0.92856 1.80155
80 H -1.63444 4.01234 -0.79462
81 H -3.64389 5.31344 -1.11435
82 H -5.77484 4.63378 0.00716
83 H -5.79693 2.54786 1.36488

# 2
The following is a DFT calculation (ωB97M-V/def2-TZVPD) of a single ClH5N2Si2 molecule.

Values from the calculation:
- 2S+1 = 1
- LUMO (eV) = 0.46
- frontier orbital gap (eV) = 9.590
- relative energy (zero: lowest compared OMol25 entry of this formula, charge and spin) (kcal per mole) = 0.0

Cartesian coordinates (Å):
1 N -1.25750 -0.00959 0.25517
2 N 1.02578 -0.07102 0.23837
3 Si -0.09819 1.24807 0.02355
4 Si -0.04212 -1.38006 -0.01839
5 Cl 2.67428 -0.03924 0.15413
6 H -2.19845 0.14052 0.08140
7 H 0.02238 1.96680 -1.22863
8 H -0.03867 2.49381 0.93537
9 H 0.11775 -2.47518 0.96834
10 H -0.20526 -1.87410 -1.40932

# 3
The following is a DFT calculation (ωB97M-V/def2-TZVPD) of a single C6H10O molecule.

Values from the calculation:
- 2S+1 = 1
- LUMO (eV) = 1.02
- frontier orbital gap (eV) = 10.311
- structure (SMILES) = C/C=C/CCC=O
- relative energy (zero: lowest compared OMol25 entry of this formula, charge and spin) (kcal per mole) = 30.1

Cartesian coordinates (Å):
1 C -1.05201 -0.34090 2.91801
2 C -1.48968 -0.07080 1.48072
3 C -0.60917 -0.30195 0.49871
4 C -0.87831 -0.04293 -0.95469
5 C 0.25801 0.84658 -1.59040
6 C 1.53244 -0.08495 -1.73817
7 O 2.31376 -0.10326 -0.83086
8 H -1.61056 -1.15057 3.39343
9 H 0.01632 -0.59176 2.88738
10 H -1.03255 0.58008 3.50488
11 H -2.22902 0.69978 1.30686
12 H 0.32668 -0.82806 0.67884
13 H -0.89850 -1.01644 -1.45843
14 H -1.74357 0.53236 -1.26014
15 H 0.03433 1.15305 -2.59913
16 H 0.69726 1.56678 -0.90331
17 H 1.69345 -0.56492 -2.71918

# 4
The following is a DFT calculation (ωB97M-V/def2-TZVPD) of a molecular structure, C15H12N5O9Tl.

Values from the calculation:
- 2S+1 = 1
- LUMO (alpha / beta) (eV) = 4.40 / 3.85
- frontier orbital gap (alpha / beta) (eV) = 5.921 / 5.350
- net charge = -2

Cartesian coordinates (Å):
1 Tl 0.09372 1.55590 0.33122
2 N -2.12547 0.85597 1.48315
3 C -2.26527 1.47489 2.79977
4 C -1.60739 0.59970 3.83834
5 C -0.06525 0.61282 3.76976
6 O 0.52005 -0.11355 4.58935
7 O 0.48432 1.35178 2.89142
8 H -2.52663 1.43922 0.74753
9 H -2.53606 -0.06916 1.44949
10 H -3.31588 1.65141 3.06805
11 H -1.76253 2.44149 2.76514
12 H -1.91870 -0.43996 3.69746
13 H -1.89736 0.89225 4.84898
14 O -3.60828 3.25037 -4.86436
15 C -3.07928 2.87431 -3.83280
16 C -2.42318 1.54911 -3.61138
17 O -2.47193 0.58033 -4.35733
18 C -1.74957 1.62515 -2.30615
19 C -2.02384 2.91028 -1.70921
20 O -1.53471 3.30151 -0.60805
21 C -2.94128 3.66259 -2.57218
22 O -3.50161 4.71889 -2.30008
23 O -1.03666 0.72860 -1.77547
24 N 2.30950 -3.99894 -2.37955
25 C 2.44026 -4.27163 -1.06704
26 O 2.71805 -5.39090 -0.64948
27 C 2.20074 -3.12872 -0.12200
28 C 2.92610 -3.10244 1.06212
29 C 2.70469 -2.08549 1.96690
30 C 1.76271 -1.11305 1.66593
31 N 1.04419 -1.13072 0.53927
32 C 1.26259 -2.11592 -0.33668
33 H 2.54866 -4.72816 -3.02771
34 H 2.31654 -3.04572 -2.72226
35 H 3.64010 -3.89402 1.25306
36 H 3.23963 -2.03632 2.90570
37 H 1.56203 -0.29541 2.35097
38 H 0.61609 -2.12534 -1.20909
39 O 2.13453 1.89771 -2.01269
40 N 2.23474 2.16205 -0.63253
41 N 3.02380 0.07031 -3.31992
42 C 2.60786 0.87880 -2.60764

Which formula does entry 4 have? C15H12N5O9Tl

What is the 2S+1 in the third record? 1